(1)
An isolated molecule of C7H9N3P2. Source: the OMol25 dataset; level of theory: the ωB97M-V functional and the def2-TZVPD basis.

Properties
ΔE to the lowest compared entry with this formula, charge and spin: 2.189 eV
E_HOMO (alpha / beta): -7.4 / -7.4 eV
E_tot: -1118.9586 hartree
strongest force on any atom: 4.42 eV/Å

Cartesian coordinates (Å):
C  -3.403  0.266  -0.066
C  -2.637  1.349  0.309
C  -2.775  -0.939  -0.292
C  -1.234  1.246  0.444
C  -1.421  -1.064  -0.173
C  -0.559  0.006  0.263
C  0.853  0.045  0.621
N  3.995  -1.709  -0.641
N  2.511  2.639  0.400
N  1.769  -0.805  0.323
P  3.408  1.557  -0.118
P  3.523  -0.792  0.575
H  -4.424  0.423  -0.302
H  -3.074  2.306  0.407
H  -3.452  -1.798  -0.615
H  -0.504  2.045  0.566
H  -1.094  -2.074  -0.290
H  1.151  0.939  1.122
H  4.855  -2.277  -0.447
H  1.489  -1.666  -0.365
H  4.829  1.913  -0.570

Results of the Mulliken charge analysis, in e, for atoms 1 through 6: C -0.326; C -0.696; C -0.536; C -0.453; C -0.112; C 0.458

=====

(2)
A structure of composition C23H43BaN6O7P2SSb. Source: the OMol25 dataset; level of theory: the ωB97M-V functional and the def2-TZVPD basis.

Properties
E_HOMO: -6.1 eV
E_tot: -3104.3437 hartree
strongest force on any atom: 4.56 eV/Å

Cartesian coordinates (Å):
Ba  0.842  0.628  -0.064
C  2.413  1.823  2.697
N  2.880  1.188  1.420
C  3.782  2.024  0.596
P  3.010  -0.522  1.518
O  1.700  -1.258  1.349
O  3.963  -0.913  0.267
P  3.381  -1.358  -1.269
O  2.066  -0.691  -1.518
N  4.532  -0.758  -2.233
C  4.135  -0.462  -3.623
C  5.957  -0.999  -2.061
N  3.254  -2.980  -1.311
C  4.381  -3.785  -0.828
C  1.965  -3.622  -1.013
N  3.760  -0.894  2.906
C  3.632  -2.253  3.450
C  5.088  -0.316  3.139
H  3.293  2.140  3.261
H  1.864  1.098  3.294
H  1.753  2.659  2.468
H  4.659  2.308  1.184
H  3.244  2.915  0.266
H  4.100  1.491  -0.298
H  3.083  -0.188  -3.669
H  4.346  -1.313  -4.274
H  4.708  0.405  -3.952
H  6.204  -1.167  -1.013
H  6.505  -0.118  -2.397
H  6.295  -1.855  -2.653
H  5.337  -3.356  -1.118
H  4.320  -4.778  -1.272
H  4.352  -3.883  0.262
H  1.147  -3.026  -1.404
H  1.827  -3.759  0.062
H  1.961  -4.591  -1.511
H  2.660  -2.666  3.196
H  3.714  -2.203  4.535
H  4.428  -2.893  3.059
H  5.166  0.669  2.682
H  5.866  -0.960  2.720
H  5.254  -0.206  4.210
C  1.358  5.668  -0.642
C  0.100  5.037  -0.164
N  -0.048  3.772  0.174
C  -1.399  3.635  0.445
C  -2.042  4.827  0.316
N  -1.068  5.713  -0.083
C  -3.418  5.323  0.519
O  -4.300  4.450  0.974
O  -3.688  6.475  0.272
C  -2.025  2.301  0.658
O  -3.075  2.199  1.321
O  -1.396  1.364  0.107
H  1.687  5.164  -1.553
H  2.145  5.571  0.107
H  1.217  6.726  -0.853
H  -1.250  6.675  -0.315
H  -3.862  3.566  1.114
S  1.360  2.366  -2.618
C  0.396  1.556  -3.834
C  -0.765  0.851  -3.480
C  -1.540  0.184  -4.416
C  -1.187  0.193  -5.760
C  -0.048  0.893  -6.135
C  0.723  1.559  -5.196
H  -1.102  0.841  -2.444
H  -2.435  -0.334  -4.092
H  -1.787  -0.326  -6.495
H  0.248  0.926  -7.177
H  1.605  2.101  -5.517
C  -2.418  0.473  4.269
Sb  -1.033  -0.199  2.787
C  -2.385  -1.411  1.663
C  -0.323  -1.844  4.029
H  -2.999  -0.374  4.631
H  -3.081  1.216  3.831
H  -1.874  0.919  5.101
H  -2.955  -2.040  2.347
H  -1.845  -2.045  0.960
H  -3.050  -0.749  1.113
H  -1.153  -2.231  4.619
H  0.467  -1.526  4.710
H  0.060  -2.638  3.389

Results of the Mulliken charge analysis, in e, for atoms 1 through 6: Ba 1.830; C -1.079; N 1.180; C -0.627; P -0.603; O -0.293

=====

(3)
A cluster of 3 separate species, C2H12NO2S2 in total. Source: the OMol25 dataset; level of theory: the ωB97M-V functional and the def2-TZVPD basis.

Properties
ΔE to the lowest compared entry with this formula, charge and spin: 0.613 eV
E_HOMO: -12.4 eV
net charge: +1
E_tot: -1084.7573 hartree
strongest force on any atom: 1.94 eV/Å

Cartesian coordinates (Å):
N  -0.944  0.253  0.999
C  0.448  -0.229  1.415
C  1.360  0.012  0.254
S  2.961  -0.848  0.616
S  3.551  -1.511  -1.209
H  -1.406  -0.554  0.572
H  -0.537  2.071  -2.413
H  -1.561  0.633  1.720
H  0.333  -1.207  1.873
H  0.687  0.342  2.309
H  0.955  -0.129  -0.742
H  1.624  1.067  0.285
H  2.983  -2.723  -1.384
H  -2.947  -1.336  -0.823
H  -4.103  -0.781  0.033
O  -3.257  -0.535  -0.362
H  0.723  2.647  -1.664
H  -0.926  0.884  0.187
O  0.057  1.944  -1.665

Results of the Mulliken charge analysis, in e, for atoms 1 through 6: N -0.252; C -0.524; C -0.781; S -0.028; S -0.192; H 0.340

=====

(4)
An isolated molecule of C5H10O2. Source: the OMol25 dataset; level of theory: the ωB97M-V functional and the def2-TZVPD basis.

Properties
ΔE to the lowest compared entry with this formula, charge and spin: 1.316 eV
structure (SMILES): C[C@@H](O)CCC=O
E_HOMO: -9.6 eV
E_tot: -346.9771 hartree
strongest force on any atom: 0.47 eV/Å

Cartesian coordinates (Å):
C  1.718  1.011  1.012
C  0.923  0.094  0.093
O  0.731  -1.184  0.690
C  -0.416  0.721  -0.286
C  -1.310  -0.159  -1.165
C  -1.580  -1.522  -0.573
O  -2.436  -1.648  0.276
H  1.948  1.965  0.525
H  1.136  1.229  1.917
H  2.656  0.536  1.312
H  1.505  -0.119  -0.812
H  0.215  -1.058  1.499
H  -0.962  0.951  0.638
H  -0.243  1.680  -0.789
H  -0.904  -0.220  -2.182
H  -2.311  0.280  -1.163
H  -1.019  -2.399  -0.943

Results of the Mulliken charge analysis, in e, for atoms 1 through 6: C -1.367; C 0.255; O -0.554; C -0.726; C -0.563; C 0.043

=====

(5)
An isolated molecule of C3H9NS. Source: the OMol25 dataset; level of theory: the ωB97M-V functional and the def2-TZVPD basis.

Properties
ΔE to the lowest compared entry with this formula, charge and spin: 0.831 eV
structure (SMILES): C[C@H](N)CS
E_HOMO: -8.7 eV
E_tot: -572.6096 hartree
strongest force on any atom: 3.41 eV/Å

Cartesian coordinates (Å):
C  -0.583  -0.446  -2.244
C  0.098  0.156  -1.003
N  1.427  -0.429  -0.717
C  -0.822  -0.011  0.341
S  -0.132  0.494  1.887
H  -1.530  -0.020  -2.622
H  0.184  -0.479  -3.023
H  -0.816  -1.521  -2.065
H  0.328  1.186  -1.070
H  2.228  0.038  -1.117
H  1.577  -1.367  -0.598
H  -1.025  -1.137  0.426
H  -1.882  0.454  0.184
H  0.901  -0.250  2.149

Results of the Mulliken charge analysis, in e, for atoms 1 through 6: C -1.261; C 0.314; N -0.482; C -0.666; S -0.216; H 0.343

=====

(6)
A structure of composition C22H22AgNO5S3. Source: the OMol25 dataset; level of theory: the ωB97M-V functional and the def2-TZVPD basis.

Properties
ΔE to the lowest compared entry with this formula, charge and spin: 0.247 eV
E_HOMO: -1.2 eV
net charge: -2
E_tot: -2624.0779 hartree
strongest force on any atom: 0.22 eV/Å

Cartesian coordinates (Å):
Ag  -0.370  -1.172  -2.237
C  -6.146  2.642  -0.587
C  -5.191  1.493  -0.401
C  -5.600  0.181  -0.605
C  -4.713  -0.882  -0.468
C  -5.165  -2.295  -0.718
C  -3.390  -0.633  -0.105
C  -2.957  0.677  0.101
C  -1.523  0.963  0.448
C  -3.866  1.720  -0.051
C  -2.438  -1.817  0.070
O  -2.270  -2.229  1.229
O  -1.951  -2.283  -0.997
H  -7.182  2.296  -0.591
H  -5.967  3.158  -1.534
H  -6.041  3.382  0.210
H  -6.632  -0.021  -0.879
H  -6.243  -2.337  -0.887
H  -4.913  -2.936  0.129
H  -4.651  -2.708  -1.588
H  -1.127  0.196  1.112
H  -1.428  1.937  0.934
H  -0.893  0.971  -0.448
H  -3.522  2.739  0.106
N  1.056  -1.040  -0.196
S  2.445  -0.370  -0.428
C  3.698  -1.383  0.393
C  3.366  -2.693  0.705
C  4.331  -3.538  1.239
C  5.622  -3.081  1.449
C  5.952  -1.770  1.120
C  4.994  -0.921  0.591
C  2.629  1.069  0.650
C  2.723  2.299  0.015
C  2.819  3.451  0.789
C  2.803  3.369  2.172
C  2.686  2.133  2.799
C  2.599  0.980  2.036
H  0.844  -1.234  0.780
H  2.356  -3.032  0.510
H  4.069  -4.560  1.487
H  6.375  -3.743  1.859
H  6.963  -1.410  1.274
H  5.249  0.100  0.338
H  2.674  2.333  -1.069
H  2.894  4.416  0.302
H  2.870  4.271  2.770
H  2.658  2.071  3.880
H  2.510  0.010  2.513
O  0.122  -0.754  -4.590
S  1.452  -0.257  -4.143
O  2.064  -1.270  -3.255
O  2.313  0.117  -5.258
S  1.046  1.395  -2.972

Results of the Mulliken charge analysis, in e, for atoms 1 through 6: Ag 0.294; C -1.452; C 0.771; C -1.014; C 1.286; C -1.568

=====

Number 2 is which compound?
C23H43BaN6O7P2SSb